Formula: C5H7NO
Source: OMol25
Level of theory: ωB97M-V with the def2-TZVPD basis set

**LUMO energy**: 0.855 eV
**Kohn-Sham gap**: 10.271 eV
**HOMO level**: -0.34605 Eh
**SMILES**: O=C1CC=CCN1
**Largest force on an atom**: 0.355 eV/Å
**Energy**: -324.7201 Ha
**Energy above the lowest of the compared OMol25 structures with the same formula, charge and spin**: 2.7 kcal per mole

```
! wB97M-V def2-TZVPD RIJCOSX def2/J DEFGRID3
* xyz 0 1
O -2.2392 -1.0901 0.9236
N 0.0214 -1.0076 0.9048
C 1.3082 -0.5906 0.3734
C 0.0171 1.0294 -1.0036
C -1.2357 0.7652 -0.2190
C -1.2141 -0.5319 0.5700
C 1.1638 0.4175 -0.7291
H 2.0649 0.6346 -1.2967
H -1.4032 1.5773 0.5029
H -2.1271 0.7352 -0.8515
H -0.0397 1.7527 -1.8151
H -0.0103 -1.8749 1.4209
H 1.8378 -1.4744 -0.0128
H 1.9356 -0.1709 1.1772
*
```

Atom charges from the natural (NBO) analysis, given in e for atoms 1 to 2:
1 O -0.6185
2 N -0.6153